C36H58IN14O3P2 | wB97M-V/def2-TZVPD

Its frontier orbital gap is 5.48 eV. The largest force on an atom comes out at 3.1 eV/A. As for the molar mass: 923.8 g/mol. Its lowest unoccupied orbital energy is 0.0555 Ha. Its highest occupied orbital energy is -3.97 eV. Its charge is -1.

XYZ file:
```
114
Properties=species:S:1:pos:R:3:forces:R:3
I -1.174 -3.356 -1.506 0.0 0.3 0.1
P -2.655 -2.402 0.233 -0.1 -1.3 2.6
P -0.684 0.545 -1.416 2.1 1.1 -2.0
O -2.234 -0.269 -1.260 -0.1 0.5 0.8
O -0.271 -0.013 0.199 -0.7 0.4 0.3
O -1.842 -2.821 1.694 0.5 0.7 -1.0
N 2.478 0.534 1.525 -0.1 -0.2 0.0
N 3.309 -5.799 1.614 0.0 0.0 0.0
N 7.754 0.536 -7.766 0.0 0.0 0.0
N 3.510 3.812 0.867 0.0 0.2 0.0
N -2.996 1.872 4.873 0.0 0.0 0.2
N -4.520 -1.918 -0.923 -1.6 0.6 -1.7
N -10.159 -3.605 -2.229 0.0 0.0 0.0
N 6.132 -4.179 -9.255 0.1 0.0 0.0
N -4.258 5.716 4.644 0.0 0.0 0.0
N 7.016 -1.034 -4.332 0.0 -0.1 -0.1
N -3.022 3.926 -2.147 -0.1 0.2 0.0
N -5.742 -4.413 4.805 0.0 0.0 0.0
N 3.152 -1.971 4.820 0.0 -0.2 0.4
N 2.469 1.849 -2.991 0.3 0.2 -0.2
C -10.198 -3.394 -1.102 0.0 0.0 0.0
C -6.996 -2.220 -1.665 -0.3 -0.2 -0.1
C 3.517 -1.388 1.033 -0.2 0.6 0.2
C -3.521 3.197 -2.880 0.2 -0.1 0.1
C 6.142 -3.839 -8.159 0.0 0.0 0.0
C -5.443 1.923 3.998 -0.4 0.0 -0.2
C 1.803 1.507 2.368 -0.3 0.2 -0.6
C 4.517 3.798 1.415 0.0 0.0 -0.1
C 4.852 0.404 -4.452 -0.2 0.2 0.0
C -1.765 1.500 1.529 -0.1 0.0 0.3
C -5.212 -4.510 3.790 0.0 0.0 0.0
C 6.153 -3.408 -6.770 0.1 0.1 0.4
C 2.475 -5.033 1.803 0.0 0.0 0.0
C 2.586 -0.513 6.899 -0.1 0.2 0.3
C -5.610 -2.057 -1.259 0.1 0.1 0.1
C 6.060 -0.401 -4.384 0.0 0.0 -0.1
C 8.515 -0.322 -7.783 0.0 0.0 0.0
C 0.992 3.974 -3.218 -0.3 0.3 0.0
C 1.417 -4.067 2.046 -0.4 0.3 0.1
C -4.076 1.893 4.489 0.1 0.0 0.0
C 5.798 3.779 2.101 0.3 -0.1 0.2
C -1.416 0.113 0.984 -0.7 -0.8 0.2
C -4.116 2.234 -3.789 -0.1 -0.4 -0.2
C 0.701 2.361 1.689 0.1 -0.1 0.6
C -3.230 5.718 5.153 -0.1 -0.1 -0.1
C -1.927 5.704 5.797 0.4 0.0 0.1
C 9.484 -1.407 -7.807 0.3 -0.3 0.0
C -10.241 -3.125 0.328 0.0 0.1 0.3
C 3.492 -0.541 -0.113 0.3 -0.6 -0.1
C 2.878 -0.677 2.019 -0.2 0.1 0.3
C 1.823 2.790 -3.096 0.1 -0.1 0.0
C -4.542 -4.627 2.504 0.2 -0.1 -0.3
C 2.835 0.616 0.214 0.4 0.0 -0.1
C 2.909 -1.329 5.740 0.0 -0.1 0.0
C -2.560 -0.494 0.109 1.6 -0.1 -1.2
C -0.673 2.154 2.381 -0.1 0.8 -0.5
H 2.552 2.161 2.823 0.0 0.0 0.0
H 3.141 0.423 6.881 0.0 0.0 -0.1
H -1.338 6.570 5.499 -0.1 0.0 -0.1
H -2.631 1.362 2.186 0.0 -0.1 0.0
H 4.043 -0.141 -4.936 0.0 -0.1 0.0
H -2.029 5.719 6.881 -0.1 0.0 0.0
H -7.654 -1.598 -1.059 0.1 0.1 0.0
H 2.833 -1.035 7.822 0.0 -0.1 -0.1
H -10.748 -2.183 0.531 0.0 0.0 -0.1
H -3.533 -0.027 0.281 -0.2 -0.4 0.5
H -1.047 3.154 2.627 -0.1 -0.1 0.1
H 0.618 2.182 0.620 0.1 -0.3 0.0
H 6.362 2.885 1.838 -0.1 0.0 -0.1
H -1.175 1.841 -1.017 -0.7 -0.5 0.7
H -5.871 0.922 3.986 0.1 0.0 0.0
H -0.950 -2.439 1.733 0.0 0.0 0.2
H 2.656 -0.889 3.052 0.1 -0.2 -0.3
H 9.192 -2.185 -8.511 -0.1 0.1 -0.1
H 6.397 4.648 1.832 -0.1 0.0 -0.1
H -4.301 -5.666 2.282 0.0 0.0 0.1
H 1.054 4.582 -2.317 0.1 -0.1 0.1
H -0.578 1.651 3.346 0.1 -0.2 -0.1
H 1.466 -3.684 3.066 0.2 0.0 0.0
H -10.773 -3.914 0.856 0.0 -0.1 -0.1
H -9.236 -3.063 0.743 0.0 0.0 -0.1
H -5.192 2.161 -3.630 0.0 0.1 0.1
H -0.051 3.694 -3.361 0.0 -0.1 0.1
H -7.322 -3.254 -1.559 0.1 0.0 0.0
H -5.169 -4.254 1.696 0.0 0.1 0.1
H 1.523 -0.275 6.920 0.0 -0.1 -0.1
H -1.374 4.806 5.521 -0.1 -0.1 -0.1
H 5.179 -3.033 -6.459 0.0 0.0 -0.1
H -3.946 2.519 -4.826 0.1 0.1 0.0
H 0.596 1.210 -1.469 -0.1 0.1 -0.1
H -3.611 -4.060 2.485 0.0 0.1 0.1
H -1.000 0.997 -2.792 -0.2 0.0 0.0
H 4.504 0.689 -3.462 0.0 -0.1 0.0
H 5.025 1.317 -5.020 0.1 0.0 0.0
H 9.584 -1.873 -6.827 -0.1 0.1 0.1
H 0.434 -4.517 1.902 0.1 -0.1 -0.1
H 6.416 -4.224 -6.100 0.0 -0.1 -0.1
H -6.066 2.554 4.630 0.1 0.0 0.1
H -7.140 -1.936 -2.706 0.1 0.0 0.0
H 1.322 0.949 3.171 0.2 -0.1 0.0
H 5.661 3.785 3.181 -0.1 0.0 0.0
H -5.478 2.320 2.984 0.1 0.0 0.0
H -2.090 2.175 0.739 0.2 0.0 -0.1
H 10.466 -1.040 -8.103 0.0 0.1 0.0
H -3.677 1.248 -3.630 0.1 0.1 0.1
H 3.929 -2.376 1.146 0.1 0.0 -0.1
H 6.875 -2.608 -6.608 0.0 0.0 -0.1
H -0.001 -0.555 -2.044 -0.5 -0.6 0.5
H 1.003 3.405 1.789 -0.1 0.0 0.0
H -1.327 -0.529 1.873 0.2 0.1 0.1
H 1.498 -3.216 1.369 0.1 0.0 -0.1
H 3.929 -0.796 -1.065 -0.2 0.1 -0.1
H 2.624 1.451 -0.427 -0.2 0.1 0.2
H 1.305 4.585 -4.064 0.1 -0.1 0.0
```
Forces are in eV/Å.

C36H59BrCl3N5O6PbSSi4 | wB97M-V/def2-TZVPD

Its frontier orbital gap is 5.61 eV. Its energy above the lowest of the compared OMol25 structures with the same formula, charge and spin is 0.0 kcal per mole. The largest force on an atom comes out at 0.5 eV/A. As for the molar mass: 1195.8 g/mol. Its lowest unoccupied orbital energy is 0.1364 Ha. Its highest occupied orbital energy is -1.90 eV. Its charge is -2.

XYZ file:
```
116
Properties=species:S:1:pos:R:3:forces:R:3
Pb 0.167 -0.053 0.473 -0.2 -0.1 0.0
Br 2.295 -7.193 -1.017 0.0 0.0 0.0
Cl 3.340 0.894 3.014 -0.1 -0.1 0.0
Cl 2.973 -2.294 2.590 0.0 0.0 0.0
Cl 1.183 -0.667 4.847 -0.1 0.0 -0.1
S -0.730 -4.631 -2.490 0.0 0.0 0.2
Si 1.531 1.608 -4.086 0.0 -0.1 0.0
Si 1.211 3.250 -1.402 0.0 -0.1 -0.1
Si -1.286 2.289 -3.006 0.1 0.1 0.0
Si 1.735 -0.582 2.810 0.4 0.1 0.2
O 0.263 -2.465 0.482 -0.1 0.3 0.0
O -1.272 2.232 2.395 0.0 -0.1 -0.1
O -2.475 -0.491 1.281 -0.1 0.4 0.1
O -2.171 0.147 3.878 0.1 0.1 0.0
O -0.187 -2.531 2.667 -0.1 0.0 -0.1
O 1.034 2.489 0.131 0.0 0.0 -0.2
N 0.376 -3.654 -4.687 0.1 -0.1 0.1
N 2.199 -0.848 -0.783 0.0 0.1 0.1
N -2.006 -3.555 -4.549 0.0 0.0 0.1
N -3.350 -2.523 1.665 0.0 0.0 0.0
N -3.333 3.124 2.103 0.1 0.0 0.1
C 1.556 2.717 -5.643 0.0 0.0 0.1
C -2.070 4.027 -3.158 0.0 -0.1 0.0
C -2.348 1.454 -1.679 0.0 0.1 0.0
C 2.996 -2.460 -2.344 0.1 -0.1 0.0
C 1.404 -6.425 0.475 0.0 -0.1 0.0
C -2.804 -1.362 2.078 0.1 -0.3 0.0
C -3.407 -2.615 -6.265 0.0 0.0 0.0
C 4.313 -2.094 -2.087 0.0 0.0 0.0
C 3.062 3.653 -1.442 -0.1 0.0 0.0
C -2.047 -3.000 -5.743 0.0 0.1 -0.1
C -2.775 4.231 1.351 0.0 0.0 -0.1
C -1.857 1.435 -4.604 0.1 0.0 0.0
C 3.388 1.393 -3.753 -0.1 0.1 0.1
C -3.458 -2.785 0.236 0.1 0.0 -0.1
C -3.565 -3.674 2.512 0.0 0.0 0.0
C 5.449 -2.761 -2.808 0.0 0.0 0.0
C 0.233 -5.309 2.703 0.0 0.0 -0.1
C 1.975 -1.823 -1.669 0.0 0.1 -0.1
C -2.460 2.204 2.629 -0.2 0.0 0.1
C 0.575 -6.651 2.705 0.0 0.0 0.0
C -2.640 -1.139 3.579 -0.2 0.0 0.1
C -4.655 3.356 2.637 0.0 0.0 0.0
C 3.454 -0.485 -0.534 0.1 -0.1 0.0
C 1.168 -7.220 1.585 0.0 0.0 0.0
C 4.533 -1.086 -1.157 0.0 0.0 0.0
C -0.791 -3.896 -4.026 0.0 0.0 0.0
C 0.995 -0.116 -4.694 0.0 0.2 0.1
C -3.066 1.181 3.588 0.0 0.0 0.0
C -0.899 -2.755 -6.494 0.0 -0.1 0.0
C 1.039 -5.093 0.440 0.0 0.0 0.0
C 0.410 4.956 -1.109 0.0 -0.1 0.0
C 0.519 2.279 -2.733 0.0 0.0 0.1
C 0.135 -3.061 1.585 -0.1 -0.2 0.1
C 0.448 -4.537 1.568 0.1 0.0 0.1
C 0.293 -3.105 -5.883 0.0 0.0 -0.1
C 1.343 3.191 1.321 0.1 0.0 0.1
H 1.242 -2.917 -6.385 0.0 0.0 0.0
H 1.463 -8.260 1.578 0.0 0.0 0.0
H -1.836 0.350 -4.507 0.0 -0.1 0.0
H -0.184 -4.831 3.578 0.0 0.0 0.0
H -4.165 -2.908 -5.542 0.0 0.0 0.0
H 1.907 3.716 -5.372 0.0 0.0 0.0
H -2.635 5.114 1.985 0.0 0.0 0.0
H 0.459 -0.073 -5.643 0.0 0.0 0.0
H -3.464 -1.536 -6.425 0.0 0.0 0.0
H 0.250 5.462 -2.061 0.0 0.0 0.0
H 0.897 4.188 1.318 0.0 0.0 0.0
H 0.403 -7.258 3.586 0.0 0.0 0.0
H -4.394 -3.311 0.040 0.0 0.0 0.0
H -1.812 3.938 0.950 0.1 0.0 0.0
H 2.749 -3.241 -3.053 -0.1 0.0 0.0
H 2.424 3.279 1.455 0.0 0.0 0.0
H 0.936 2.645 2.170 0.1 0.0 0.0
H 3.578 0.851 -2.829 0.0 -0.1 0.1
H -5.137 2.433 2.942 0.0 0.0 0.0
H -4.009 0.794 3.192 0.0 0.0 0.0
H -3.290 1.719 4.522 -0.1 0.0 0.0
H -0.933 -2.291 -7.472 0.0 0.0 0.0
H -1.251 1.699 -5.470 0.0 0.0 -0.1
H 5.537 -0.764 -0.912 0.0 0.0 0.0
H -1.897 -1.833 3.970 0.0 0.0 -0.1
H 3.918 2.344 -3.700 0.0 0.0 0.0
H -2.629 -3.400 -0.126 0.0 0.0 0.0
H -3.094 3.946 -3.534 0.0 0.0 0.0
H 6.408 -2.493 -2.367 0.0 0.0 0.0
H -4.608 -4.000 2.449 0.0 0.0 0.0
H 0.562 2.830 -6.080 -0.1 0.0 0.0
H -2.111 4.540 -2.196 0.0 0.0 0.0
H 3.674 2.755 -1.359 0.0 0.0 0.0
H 3.305 4.305 -0.599 0.0 0.0 0.0
H -2.888 1.728 -4.819 -0.1 0.0 0.0
H -1.502 4.660 -3.843 0.0 0.0 -0.1
H 2.222 2.318 -6.414 0.0 0.0 0.0
H -3.607 -1.319 4.075 0.0 0.0 0.0
H 3.347 4.172 -2.358 0.0 0.0 0.0
H -3.325 -3.464 3.548 0.0 0.0 0.0
H -3.446 4.486 0.530 0.0 0.0 0.0
H 5.341 -3.845 -2.779 0.0 0.0 0.0
H -0.560 4.856 -0.620 -0.1 0.0 0.0
H 3.821 0.813 -4.573 0.0 0.0 -0.1
H -2.929 -4.498 2.182 0.0 0.0 0.0
H -2.232 0.369 -1.708 0.0 -0.1 0.0
H 5.458 -2.458 -3.857 0.0 0.0 0.0
H -3.611 -3.104 -7.221 0.0 0.0 0.0
H 3.596 0.301 0.197 0.0 0.0 0.0
H -3.443 -1.846 -0.308 0.0 0.0 0.0
H 1.859 -0.770 -4.833 0.0 0.0 0.0
H -5.273 3.810 1.861 0.0 0.0 0.0
H 0.336 -0.605 -3.976 0.0 -0.1 0.0
H -3.408 1.673 -1.840 0.0 0.0 0.0
H -2.087 1.777 -0.670 0.0 0.1 0.1
H -4.637 4.039 3.497 0.0 0.0 0.0
H 1.190 -4.486 -0.442 0.0 0.0 0.0
H 1.034 5.598 -0.482 0.0 0.0 0.0
H 0.946 -2.118 -1.830 0.0 -0.1 -0.1
```
Forces are in eV/Å.